Computed, not measured: C28H68CdO15Zn as an isolated structure in a non-equilibrium geometry, with ωB97M-V with the def2-TZVPD basis set.

As for the net charge: +2. The relative energy (zero: lowest compared OMol25 entry of this formula, charge and spin) is 35.8 kJ/mol. The total energy is -113815.90040 eV. The orbital gap comes out at 4.2 eV. The HOMO energy is -13.40 eV.

Geometry as XYZ:
```
113
C28H68CdO15Zn, DFT ωB97M-V with the def2-TZVPD basis set
Zn 0.528 -1.931 -0.987
Cd -0.804 5.474 1.495
C -0.054 1.216 1.679
C 0.194 0.283 0.633
C 0.443 0.761 -0.843
O 0.619 -0.160 -1.679
C 0.308 2.206 -1.100
C 0.042 3.039 -0.048
C -0.075 2.562 1.380
O -0.181 3.428 2.333
O -0.024 4.326 -0.354
O 0.197 -0.961 0.739
H -0.069 0.842 2.692
H 0.383 2.536 -2.126
C 1.261 -1.650 -4.961
C 2.031 -2.155 -3.725
O 1.172 -2.813 -2.868
H 0.425 -1.058 -4.587
H 0.826 -2.484 -5.512
H 1.820 -0.940 -5.570
H 2.452 -1.212 -3.377
H 2.967 -2.672 -3.934
H 0.928 -3.594 -3.369
C 1.002 -5.790 -0.862
C -0.247 -4.889 -0.927
O 0.075 -3.730 -0.185
H 1.394 -5.897 0.149
H 1.829 -5.567 -1.537
H 0.676 -6.791 -1.144
H -1.156 -5.330 -0.517
H -0.462 -4.549 -1.940
H 0.004 -3.956 0.746
C -1.644 -2.978 3.271
C -1.263 -4.353 2.775
O 0.120 -4.351 2.566
H -1.404 -2.878 4.330
H -2.707 -2.834 3.077
H -1.177 -2.170 2.707
H -1.780 -4.575 1.841
H -1.538 -5.105 3.514
H 0.641 -4.659 3.311
C -3.621 0.173 2.455
C -3.602 1.710 2.670
O -4.545 2.333 1.775
H -4.603 -0.230 2.701
H -2.889 -0.274 3.128
H -3.444 -0.098 1.414
H -2.637 2.193 2.519
H -3.840 2.013 3.689
H -4.402 3.276 1.882
C 3.892 -2.625 1.290
C 3.403 -1.470 0.387
O 2.544 -2.109 -0.587
H 4.456 -2.337 2.177
H 4.459 -3.365 0.724
H 3.004 -3.155 1.633
H 4.236 -1.087 -0.201
H 2.802 -0.706 0.879
H 3.076 -2.716 -1.107
C -1.853 2.598 5.661
C -0.915 1.406 5.485
O -0.701 0.630 6.679
H -1.926 3.151 4.725
H -1.392 3.300 6.355
H -2.842 2.300 6.010
H 0.046 1.685 5.051
H -1.311 0.791 4.677
H 0.131 0.169 6.549
C -3.517 -3.101 -0.871
C -2.616 -1.913 -0.682
O -1.542 -1.972 -1.610
H -3.806 -3.208 -1.917
H -4.386 -2.963 -0.228
H -3.044 -4.037 -0.574
H -2.296 -1.757 0.348
H -3.204 -1.039 -0.963
H -1.875 -2.093 -2.502
C 2.828 1.690 -3.698
C 3.251 3.132 -3.390
O 4.602 3.088 -2.991
H 1.837 1.650 -4.150
H 2.876 1.036 -2.828
H 3.537 1.223 -4.382
H 2.622 3.607 -2.638
H 3.172 3.733 -4.296
H 4.819 3.978 -2.705
C -1.434 1.475 -4.375
C -0.970 1.307 -5.810
O -1.532 0.101 -6.258
H -1.163 0.646 -3.721
H -2.499 1.688 -4.285
H -0.921 2.349 -3.972
H 0.110 1.264 -5.957
H -1.340 2.179 -6.349
H -2.427 0.276 -6.558
C -0.346 8.412 -2.694
C -0.272 6.918 -2.753
O 1.012 6.529 -2.291
H 0.230 8.871 -3.497
H -0.166 8.908 -1.740
H -1.354 8.746 -2.940
H -0.538 6.582 -3.755
H -1.084 6.609 -2.095
H 0.844 5.704 -1.829
C 1.425 -1.209 4.047
C 1.815 -1.627 5.465
O 1.719 -0.488 6.331
H 1.579 -1.945 3.258
H 2.114 -0.436 3.710
H 0.372 -0.930 4.008
H 2.843 -1.985 5.515
H 1.181 -2.431 5.840
H 2.264 -0.757 7.074
```

Mulliken population analysis, charges in e, atoms 1 to 6: Zn 1.2341; Cd 1.1510; C -0.2791; C 0.2880; C 0.1349; O -0.1302